C15H31N2O6 | ωB97M-V/def2-TZVPD

Properties
LUMO ... 0.0833 Ha
Molar mass ... 335.42 g mol⁻¹
Frontier orbital gap ... 6.62 eV
Charge ... -1

Last column: Mulliken charge in e.
Cartesian coordinates (Å):
C1 3.811 5.575 2.691  -0.47
C2 2.385 5.506 2.758  0.07
C3 0.724 5.703 2.759  0.48
O1 0.052 5.909 1.616  -0.62
O2 -0.093 5.740 4.004  -0.68
H1 4.898 6.064 2.748  0.28
C4 2.812 -2.146 1.267  -0.87
O3 1.733 -1.265 0.983  -0.22
C5 0.598 -1.484 1.831  -0.87
C6 0.372 -0.264 2.736  -0.27
N1 1.430 -0.155 3.747  -0.33
C7 1.396 1.110 4.490  -1.02
C8 1.702 2.396 3.697  -0.33
O4 3.051 2.474 3.227  -0.39
C9 3.264 1.866 1.960  -0.63
H2 3.594 -1.978 0.523  0.26
H3 3.227 -1.941 2.258  0.35
H4 2.489 -3.190 1.204  0.34
H5 0.690 -2.408 2.417  0.50
H6 -0.271 -1.596 1.172  0.34
H7 -0.597 -0.361 3.236  0.38
H8 0.347 0.624 2.100  0.21
H9 2.335 -0.236 3.290  0.15
H10 2.142 1.021 5.289  0.40
H11 0.422 1.211 4.982  0.39
H12 1.581 3.237 4.390  0.40
H13 0.989 2.573 2.886  0.35
H14 2.387 1.924 1.311  0.28
H15 3.575 0.831 2.092  0.19
H16 4.089 2.392 1.471  0.35
C10 -3.298 -2.106 -5.952  -0.73
O5 -3.715 -2.563 -4.672  -0.35
C11 -2.865 -3.589 -4.144  -0.79
C12 -2.134 -3.078 -2.894  -0.20
N2 -1.127 -2.069 -3.249  -0.32
C13 -0.559 -1.381 -2.084  -0.60
C14 -1.510 -0.482 -1.270  -0.27
O6 -1.962 0.671 -1.984  -0.45
C15 -3.134 0.455 -2.760  -0.60
H17 -4.045 -1.398 -6.321  0.24
H18 -2.337 -1.590 -5.884  0.32
H19 -3.229 -2.939 -6.658  0.34
H20 -2.161 -3.971 -4.894  0.41
H21 -3.519 -4.419 -3.852  0.39
H22 -1.642 -3.919 -2.395  0.36
H23 -2.881 -2.661 -2.216  0.20
H24 -1.554 -1.375 -3.856  0.17
H25 0.257 -0.754 -2.462  0.30
H26 -0.101 -2.121 -1.418  0.34
H27 -0.936 -0.096 -0.418  0.13
H28 -2.349 -1.036 -0.837  0.32
H29 -3.799 -0.291 -2.319  0.27
H30 -2.862 0.173 -3.775  0.20
H31 -3.674 1.405 -2.821  0.30